i.
The following is a quantum chemistry calculation of a cluster of 3 separate species, C2H8N2O2 in total, from the OMol25 dataset.

Geometry as ORCA input:
```
! RIJCOSX wB97M-V def2-TZVPD def2/J DEFGRID3
* xyz 0 1
N -2.471 0.955 1.280
C 1.390 -1.598 0.803
C 0.970 -0.914 -0.302
N -0.292 -0.379 -0.206
O 1.708 -0.726 -1.322
H -3.091 0.587 2.000
H -3.138 1.335 0.582
H 0.689 -1.549 1.635
H 2.190 -2.320 0.792
H -0.788 -0.177 0.729
H -0.767 0.351 -0.723
H 1.670 0.833 -1.400
H 0.517 1.815 -2.105
O 1.413 1.787 -1.764
*
```

HOMO energy in eV: -8.0334
Orbital gap in eV: 3.396

=====

ii.
The following is a quantum chemistry calculation of a cluster of 2 separate species, C2H8N2O2 in total, from the OMol25 dataset.

Geometry as ORCA input:
```
! RIJCOSX wB97M-V def2-TZVPD def2/J DEFGRID3
* xyz 0 1
N 0.463 -1.008 1.737
C -0.807 -1.536 1.264
C -1.465 -0.686 0.204
N -1.191 0.636 0.280
O -2.208 -1.162 -0.621
H 1.135 -1.064 0.974
H 0.845 -1.664 2.408
H -1.557 -1.657 2.055
H -0.791 -2.575 0.904
H -0.545 1.124 0.874
H -1.797 1.216 -0.258
O 2.752 2.442 -3.115
H 2.037 2.615 -3.760
H 3.129 3.319 -2.947
*
```

HOMO energy in eV: -9.7584
Structure (SMILES): NCC(N)=O.O
Orbital gap in eV: 10.559

=====

iii.
The following is a quantum chemistry calculation of a cluster of 2 separate species, C2H8N2O2 in total, from the OMol25 dataset.

Geometry as ORCA input:
```
! RIJCOSX wB97M-V def2-TZVPD def2/J DEFGRID3
* xyz 0 1
O 2.950 -2.915 -1.318
C 2.579 -2.207 -0.406
O 3.163 -1.028 0.024
H 1.588 -2.218 0.121
H 3.876 -0.890 -0.583
N -2.309 1.843 -0.739
C -2.854 1.318 0.541
N -2.813 2.275 1.695
H -2.944 2.531 -1.217
H -1.421 2.265 -0.461
H -3.850 0.874 0.320
H -2.155 0.387 0.717
H -3.110 3.187 1.493
H -3.376 1.912 2.457
*
```

HOMO energy in eV: -9.4474
Structure (SMILES): O=CO.NCN
Orbital gap in eV: 10.250

=====

iv.
The following is a quantum chemistry calculation of a cluster of 2 separate species, C2H8N2O2 in total, from the OMol25 dataset.

Geometry as ORCA input:
```
! RIJCOSX wB97M-V def2-TZVPD def2/J DEFGRID3
* xyz 0 1
H 2.285 -2.808 -1.135
N 2.139 -1.866 -0.722
N 1.187 -1.659 0.067
O 1.050 -0.457 0.489
C 2.072 0.540 0.119
H 1.551 1.534 0.311
H 2.292 0.281 -0.868
H 2.960 0.622 0.699
C -2.897 0.868 0.078
O -1.946 -0.196 0.283
H -2.401 1.863 0.172
H -3.846 0.721 0.614
H -3.285 0.514 -0.967
H -1.162 0.042 0.860
*
```

HOMO energy in eV: -9.6679
Structure (SMILES): [H]/N=N/OC.CO
Orbital gap in eV: 10.612

=====

So which one wins? Going from most stable to least: ii, iii, iv, i.

=====

i.
The following is a quantum chemistry calculation of an isolated molecule of C9H7NO2, from the OMol25 dataset.

Geometry as ORCA input:
```
! RIJCOSX wB97M-V def2-TZVPD def2/J DEFGRID3
* xyz 0 1
C 0.832 1.961 -2.411
N 0.463 1.082 -1.314
C -0.018 -0.178 -1.527
O -0.306 -0.711 -2.573
C -0.241 -0.723 -0.118
C -0.554 -2.008 0.288
C -0.752 -2.267 1.640
C -0.642 -1.282 2.605
C -0.193 0.008 2.172
C 0.033 0.241 0.823
C 0.422 1.458 0.004
O 0.686 2.543 0.456
H 0.181 1.795 -3.199
H 1.773 1.821 -2.846
H 0.701 3.020 -2.056
H -0.527 -2.733 -0.550
H -1.203 -3.261 1.984
H -0.651 -1.532 3.704
H -0.004 0.767 2.917
*
```

HOMO energy in eV: -9.9452
Structure (SMILES): CN1C(=O)c2ccccc2C1=O
Orbital gap in eV: 9.748

=====

ii.
The following is a quantum chemistry calculation of a structure of composition C9H7NO2, from the OMol25 dataset.

Geometry as ORCA input:
```
! RIJCOSX wB97M-V def2-TZVPD def2/J DEFGRID3
* xyz 0 1
C 0.157 -2.082 2.343
C 1.071 -0.204 1.074
C 0.530 0.634 -0.232
C 1.100 1.664 -0.829
C 0.431 2.187 -2.009
C -0.706 1.509 -2.340
C -1.388 0.355 -1.773
C -0.559 -0.108 -0.589
C -0.895 -1.184 0.318
H -0.025 -1.460 3.601
H -0.525 -2.872 2.379
H 1.305 -2.316 2.540
H 1.870 2.136 -0.379
H 1.051 3.002 -2.391
H -1.423 1.909 -2.929
H -2.485 -0.037 -1.991
N 0.234 -1.188 1.253
O 2.148 0.028 1.644
O -1.889 -1.974 0.311
*
```

HOMO energy in eV: -9.7548
Orbital gap in eV: 8.915

=====

So which one wins? Going from most stable to least: i, ii.

=====

i.
The following is a quantum chemistry calculation of a cluster of 2 separate species, C3H12N in total, from the OMol25 dataset.

Geometry as ORCA input:
```
! RIJCOSX wB97M-V def2-TZVPD def2/J DEFGRID3
* xyz 1 1
N -0.808 0.198 2.201
H -1.496 -0.245 1.575
H -0.855 -0.268 3.139
H 0.142 0.132 1.755
H -1.236 1.099 2.339
C 1.019 1.013 -0.500
C 0.623 -0.461 -0.678
C -0.478 -0.764 -1.733
H 1.601 1.324 -1.353
H 1.606 1.096 0.360
H 0.189 1.672 -0.519
H 0.339 -0.938 0.263
H 1.560 -1.147 -0.941
H -0.939 -1.738 -1.438
H -1.446 -0.048 -1.753
H 0.179 -0.924 -2.717
*
```

HOMO energy in eV: -14.9527
Orbital gap in eV: 10.616

=====

ii.
The following is a quantum chemistry calculation of a cluster of 2 separate species, C3H12N in total, from the OMol25 dataset.

Geometry as ORCA input:
```
! RIJCOSX wB97M-V def2-TZVPD def2/J DEFGRID3
* xyz 1 1
N 0.177 -0.984 2.177
H -0.133 -0.281 1.449
H -0.503 -1.818 2.120
H 1.151 -1.058 2.076
H -0.043 -0.636 3.089
C 0.668 1.059 -0.262
C -0.325 0.012 -0.594
C -0.696 0.195 -2.020
H 1.591 1.137 -1.048
H 1.324 0.897 0.629
H 0.408 2.033 -0.107
H -1.254 -0.066 0.092
H -0.101 -0.972 -0.387
H -1.331 -0.670 -2.312
H -1.206 1.118 -2.358
H 0.273 0.034 -2.544
*
```

HOMO energy in eV: -15.2421
Orbital gap in eV: 11.043

=====

So which one wins? Going from most stable to least: i, ii.

=====

i.
The following is a quantum chemistry calculation of a cluster of 3 separate species, C5H18NO2 in total, from the OMol25 dataset.

Geometry as ORCA input:
```
! RIJCOSX wB97M-V def2-TZVPD def2/J DEFGRID3
* xyz 1 1
C -0.569 -0.855 0.798
C 0.301 -1.869 0.008
C 1.812 -1.870 0.315
C 2.407 -3.096 -0.362
C 2.359 -0.572 -0.315
N -1.568 -0.155 -0.120
H -0.088 0.012 1.249
H -1.057 -1.443 1.569
H 0.145 -1.703 -1.069
H -0.099 -2.866 0.172
H 1.991 -1.775 1.390
H 1.861 -3.392 -1.265
H 2.288 -3.994 0.256
H 3.478 -2.963 -0.511
H 2.141 0.298 0.311
H 3.432 -0.490 -0.401
H 1.929 -0.389 -1.305
H -1.555 0.868 0.017
H -1.148 -0.235 -1.051
H -2.557 -0.404 -0.152
H -2.736 6.517 0.210
H -3.928 5.546 0.531
O -2.976 5.602 0.334
H -1.200 3.324 -0.013
H -2.731 3.203 -0.367
O -1.932 2.702 -0.229
*
```

HOMO energy in eV: -14.5807
Orbital gap in eV: 11.583

=====

ii.
The following is a quantum chemistry calculation of a cluster of 4 separate species, C5H18NO2 in total, from the OMol25 dataset.

Geometry as ORCA input:
```
! RIJCOSX wB97M-V def2-TZVPD def2/J DEFGRID3
* xyz 1 1
C -0.371 0.415 -0.991
C 0.027 -0.642 0.032
C -0.820 -1.881 0.209
C 1.463 -0.947 -0.478
C 2.329 -1.581 0.616
N -1.435 1.368 -0.711
H -0.610 -0.122 -1.918
H 0.558 0.987 -1.123
H 0.241 -0.142 0.988
H -0.774 -2.494 -0.700
H -0.480 -2.532 1.010
H -1.878 -1.649 0.317
H 1.356 -1.439 -1.446
H 1.976 0.014 -0.630
H 2.017 -2.620 0.752
H 3.340 -1.701 0.221
H 2.351 -1.000 1.532
H -1.527 2.027 -1.499
H -0.043 3.014 -0.051
H -1.052 2.089 0.056
H -4.067 0.402 1.498
H -2.878 0.702 0.541
O -3.298 0.017 1.068
H 1.483 2.685 0.018
H 2.995 2.767 -0.208
O 2.301 2.160 0.082
*
```

HOMO energy in eV: -14.5561
Orbital gap in eV: 4.775

=====

So which one wins? Going from most stable to least: i, ii.

=====

i.
The following is a quantum chemistry calculation of a cluster of 2 separate species, C9H14 in total, from the OMol25 dataset.

Geometry as ORCA input:
```
! RIJCOSX wB97M-V def2-TZVPD def2/J DEFGRID3
* xyz -1 2
C -1.197 2.101 1.647
C -0.271 0.081 -1.469
C -0.004 1.112 -2.381
C -0.690 0.470 -0.143
C -0.899 1.803 0.209
C -0.159 2.443 -1.986
C -0.655 2.796 -0.721
H -0.188 -0.958 -1.760
H 0.353 0.787 -3.355
H -0.668 -0.242 0.676
H -0.073 3.105 -2.839
H -0.753 3.071 1.916
H -0.799 1.432 2.421
H -0.612 3.816 -0.347
H -2.262 2.056 1.874
C 1.235 -2.638 0.096
C 1.046 -3.325 1.447
H 0.389 -1.971 -0.021
H 2.097 -1.988 -0.021
H 1.238 -3.370 -0.708
H 0.368 -2.761 2.096
H 0.586 -4.306 1.294
H 1.918 -3.514 2.076
*
```

HOMO energy (spin up / spin down) in eV: 0.9900 / -3.4452
<S²>: 0.76
Orbital gap (spin up / spin down) in eV: 2.716 / 7.029

=====

ii.
The following is a quantum chemistry calculation of a cluster of 2 separate species, C9H14 in total, from the OMol25 dataset.

Geometry as ORCA input:
```
! RIJCOSX wB97M-V def2-TZVPD def2/J DEFGRID3
* xyz -1 2
C -0.440 2.361 -1.762
C 1.704 -1.170 -0.881
C 0.372 -1.329 -1.236
C 2.230 0.057 -0.497
C -0.434 -0.122 -1.399
C 1.464 1.231 -0.632
C 0.130 1.089 -1.164
H 2.354 -2.065 -0.738
H -0.022 -2.286 -1.472
H 3.246 0.102 -0.093
H -1.337 -0.153 -1.979
H 1.898 2.195 -0.461
H -0.541 3.187 -1.062
H -1.458 1.950 -2.216
H -0.046 2.370 -2.792
C -1.506 -0.171 2.396
C -0.969 -1.571 2.176
H -1.861 -0.159 3.447
H -0.693 0.543 2.416
H -2.266 0.060 1.654
H -0.603 -1.779 1.159
H -1.282 -2.552 2.566
H 0.061 -1.785 2.570
*
```

HOMO energy (spin up / spin down) in eV: 0.8489 / -3.2978
<S²>: 0.76
Orbital gap (spin up / spin down) in eV: 3.157 / 7.248

=====

So which one wins? Going from most stable to least: i, ii.